(1)
Entry from the OMol25 dataset: 14 unconnected molecules or ions with the total composition C30H91N3O14 at a distorted geometry (ωB97M-V/def2-TZVPD).

Geometry (Å):
1 C 0.0566 5.7596 1.6681
2 C -0.0619 4.2892 2.1537
3 C -1.3203 3.5610 1.4623
4 O 1.1415 3.6877 1.6805
5 H 0.2453 5.6674 0.5985
6 H 0.8349 6.2802 2.2260
7 H -0.8997 6.2588 1.8245
8 H -0.1879 4.2179 3.2340
9 H -1.1704 3.5960 0.3832
10 H -2.2808 4.0205 1.6956
11 H -1.3622 2.5086 1.7428
12 H 1.0070 3.3989 0.7749
13 C -0.4269 -0.6797 0.7473
14 C 0.4603 0.1460 -0.2456
15 C 1.8373 -0.5536 -0.3760
16 O -0.1280 0.1270 -1.5549
17 H -0.7479 -1.5546 0.1821
18 H -1.3057 -0.1087 1.0472
19 H 0.0557 -0.8951 1.7006
20 H 0.5250 1.2040 0.0083
21 H 1.6598 -1.5226 -0.8427
22 H 2.3048 -0.7642 0.5858
23 H 2.5769 -0.0697 -1.0138
24 H 0.4902 0.6859 -2.0315
25 C 5.5643 -1.7037 0.7703
26 C 6.8055 -1.2016 1.5745
27 C 7.1200 0.3238 1.3606
28 O 6.6970 -1.2969 2.9764
29 H 5.6799 -1.3041 -0.2372
30 H 4.6355 -1.2456 1.1105
31 H 5.3736 -2.7749 0.7054
32 H 7.7231 -1.7007 1.2631
33 H 6.5386 1.0537 1.9240
34 H 6.9554 0.5237 0.3018
35 H 8.1646 0.5306 1.5934
36 H 5.9546 -0.7001 3.0956
37 C 4.2018 -2.6049 -3.1332
38 C 3.4227 -3.6485 -3.9001
39 C 3.0105 -4.9376 -3.1232
40 O 2.3108 -3.0629 -4.5320
41 H 4.6793 -1.9919 -3.8976
42 H 5.0234 -3.0973 -2.6131
43 H 3.6785 -1.9296 -2.4562
44 H 4.0859 -4.0115 -4.6853
45 H 2.3794 -4.8032 -2.2447
46 H 3.8320 -5.4384 -2.6110
47 H 2.3574 -5.6126 -3.6763
48 H 1.8594 -3.7307 -5.0535
49 C 2.5459 -2.6199 3.6186
50 C 2.2945 -2.0851 5.0214
51 C 3.3700 -2.5994 6.0101
52 O 2.1840 -0.6452 4.8846
53 H 1.7176 -2.3578 2.9602
54 H 2.4834 -3.7079 3.5966
55 H 3.5431 -2.3648 3.2601
56 H 1.3122 -2.3667 5.4007
57 H 3.5280 -3.6532 5.7803
58 H 3.1196 -2.5497 7.0698
59 H 4.2845 -2.0135 5.9178
60 H 1.5822 -0.3805 5.5842
61 C -1.2364 2.8035 5.8734
62 C -2.0774 2.1588 4.7676
63 C -1.3224 1.1193 3.9389
64 O -3.1750 1.4181 5.3908
65 H -0.3210 3.1622 5.4029
66 H -0.9551 2.0672 6.6263
67 H -1.7570 3.6071 6.3943
68 H -2.5823 2.9103 4.1605
69 H -1.8845 0.6447 3.1345
70 H -1.0383 0.2833 4.5781
71 H -0.3760 1.5718 3.6429
72 H -2.7591 0.8632 6.0547
73 O 2.1576 3.3115 -0.8962
74 H 1.7037 3.5343 -1.7089
75 H 2.9068 2.7856 -1.1761
76 O -2.4480 2.0437 -1.7686
77 H -1.9230 1.3282 -1.4100
78 H -2.0154 2.2694 -2.5921
79 O 3.9160 1.8297 0.7862
80 H 3.5798 2.6622 1.1180
81 H 3.8262 1.2242 1.5221
82 O 4.1320 1.8788 -2.0277
83 H 5.0632 1.9863 -2.2217
84 H 4.1082 1.5992 -1.1126
85 O 1.7649 1.4217 -3.4018
86 H 2.6398 1.6597 -3.0949
87 H 1.9215 0.8313 -4.1388
88 C -1.3527 3.1964 -6.5773
89 C -1.4797 3.6638 -5.1770
90 C -2.9340 4.1966 -4.8499
91 O -3.3536 5.2955 -5.7091
92 C -4.7511 5.2612 -5.9022
93 N -1.1342 2.5197 -4.2831
94 H -0.3263 2.9507 -6.8498
95 H -1.6734 3.9642 -7.2813
96 H -1.9321 2.2962 -6.7826
97 H -0.7956 4.4922 -4.9930
98 H -3.0881 4.4961 -3.8133
99 H -3.5560 3.3159 -5.0103
100 H -5.0386 4.2738 -6.2636
101 H -5.0871 6.0141 -6.6152
102 H -5.3327 5.3338 -4.9833
103 H -0.1624 2.2629 -4.3811
104 H -1.5891 1.7040 -4.6674
105 C -7.6011 -1.8129 2.3500
106 C -6.7105 -1.6520 3.5918
107 C -5.2354 -1.9418 3.3016
108 O -4.8113 -1.0712 2.3052
109 C -3.5786 -1.5504 1.6919
110 N -6.9345 -0.3062 4.0758
111 H -7.2937 -1.0880 1.5963
112 H -8.6681 -1.7261 2.5550
113 H -7.4916 -2.7959 1.8917
114 H -7.0734 -2.2324 4.4401
115 H -5.2148 -2.9819 2.9763
116 H -4.5583 -1.6957 4.1196
117 H -3.2716 -0.9638 0.8260
118 H -3.6946 -2.5944 1.4008
119 H -2.8053 -1.3565 2.4351
120 H -6.3532 -0.1189 4.8802
121 H -6.5557 0.2571 3.3280
122 C -2.6681 -3.1018 -4.0429
123 C -1.8154 -2.5323 -2.9290
124 C -0.9221 -3.5338 -2.1315
125 O -1.6818 -4.5779 -1.5184
126 C -0.9283 -5.5184 -0.7399
127 N -0.9821 -1.5679 -3.5460
128 H -3.3820 -3.8997 -3.8382
129 H -2.0820 -3.4340 -4.8997
130 H -3.3343 -2.3446 -4.4564
131 H -2.4896 -2.0881 -2.1968
132 H -0.4196 -3.0419 -1.2986
133 H -0.1701 -3.9128 -2.8236
134 H -0.4843 -5.1523 0.1858
135 H -0.1195 -5.9699 -1.3145
136 H -1.6010 -6.2975 -0.3813
137 H -0.2221 -2.1164 -3.9224
138 H -0.4298 -1.0446 -2.8817

Force components x, y, z for each atom (eV/Å):
C -1.075 -1.014 0.710
C -1.153 0.114 -2.206
C 1.459 0.660 0.587
O -0.207 -0.628 1.561
H 0.227 0.467 0.072
H 0.111 -0.025 -0.336
H -0.027 0.302 -0.043
H 0.519 -0.124 0.088
H -0.135 0.068 -0.128
H 0.080 0.142 0.074
H 0.079 0.072 0.068
H 0.276 0.003 -0.467
C 0.097 1.374 -0.927
C 0.580 -1.134 0.484
C -0.288 -0.102 0.228
O -0.328 0.083 1.168
H 0.008 -0.260 0.411
H -0.127 0.083 -0.364
H 0.405 -0.296 -0.297
H 0.286 -0.095 0.571
H -0.164 -0.204 -0.028
H -0.030 0.205 0.162
H -0.240 0.396 0.037
H 0.209 0.419 -1.028
C 0.604 0.877 0.078
C 0.149 1.655 -0.459
C -0.027 -0.819 -1.423
O -0.585 -1.032 0.418
H 0.035 -0.222 -0.251
H -0.012 0.148 0.371
H 0.442 -0.084 0.259
H -0.224 -0.452 0.044
H -0.435 -0.391 0.125
H 0.148 0.456 -0.106
H 0.041 -0.172 0.036
H -0.155 0.036 0.911
C 0.515 0.011 -0.508
C -0.231 -1.586 0.560
C -0.455 0.603 1.112
O -0.614 0.625 0.072
H 0.003 0.341 0.151
H -0.036 -0.001 0.222
H -0.333 -0.362 -0.026
H 0.321 -0.054 -0.140
H -0.307 1.067 0.130
H 0.453 -0.279 -0.810
H 0.590 -0.241 -0.649
H -0.001 -0.084 -0.085
C -0.606 -0.766 0.339
C 0.011 0.292 0.048
C -0.274 0.511 -0.239
O 0.467 -0.478 0.414
H 0.370 0.643 -0.218
H 0.253 -0.224 0.348
H -0.197 0.330 -0.187
H -0.095 -0.663 -0.198
H 0.319 0.048 -0.003
H -0.463 0.171 -0.027
H 0.153 -0.227 -0.351
H 0.084 0.375 0.010
C 0.116 -0.145 -0.768
C -1.053 -1.499 0.837
C 0.739 0.524 0.605
O -0.103 0.706 -0.139
H 0.115 0.298 0.272
H 0.060 -0.205 -0.025
H -0.026 0.028 -0.222
H 0.211 -0.013 -0.116
H -0.049 0.611 -0.123
H 0.024 -0.045 0.386
H 0.024 -0.216 -0.699
H -0.035 -0.145 0.100
O -0.981 0.436 0.591
H -0.122 0.094 -0.340
H 0.414 0.057 -0.347
O -0.873 0.161 0.856
H 0.323 -0.310 -0.056
H 0.577 0.192 -0.686
O 0.325 -0.222 -0.179
H -0.324 0.531 0.061
H -0.075 -0.316 0.248
O -0.700 -0.108 -0.619
H 0.904 0.180 -0.381
H 0.312 -0.531 0.954
O -1.175 0.037 -0.108
H 0.974 0.125 0.377
H 0.110 -0.331 -0.297
C -0.017 0.351 -1.670
C -0.508 0.282 1.194
C 0.599 -0.311 -0.650
O 0.364 -0.833 0.427
C -0.155 -0.739 0.046
N -0.661 0.731 -0.019
H 0.152 0.026 0.240
H -0.113 0.058 -0.117
H -0.254 -0.042 0.160
H 0.199 -0.091 0.113
H 0.425 -0.027 0.140
H -0.501 -0.022 -0.164
H -0.048 -0.162 -0.495
H 0.350 0.092 0.101
H 0.147 0.507 0.397
H 0.494 0.430 0.235
H -0.445 -0.306 0.028
C 0.360 -0.697 -0.034
C -0.613 0.301 0.605
C -0.733 0.192 0.037
O 0.790 -0.018 -2.356
C -0.791 0.904 0.837
N 0.057 0.753 -0.422
H -0.131 0.092 0.043
H 0.154 0.356 0.281
H 0.241 -0.155 -0.019
H 0.183 -0.906 -0.291
H 0.582 -0.315 0.055
H -0.258 -0.773 0.847
H -0.711 0.140 -0.025
H 0.244 -0.076 0.131
H 0.366 -0.671 0.076
H 0.156 0.053 0.182
H -0.001 0.783 0.044
C -0.926 -0.651 -0.702
C -0.654 -1.223 1.247
C -0.883 -0.272 0.255
O 0.139 -0.678 0.240
C -0.367 0.218 -0.334
N 1.464 0.685 -0.668
H 0.358 -0.336 0.678
H 0.360 -0.076 0.070
H 0.295 0.509 0.140
H -0.015 0.340 0.051
H 0.309 0.568 -0.270
H 0.235 -0.396 -0.077
H 0.105 0.834 -0.015
H 0.027 -0.081 -0.240
H -0.215 -0.029 -0.449
H 0.244 -0.165 -1.027
H -0.586 0.400 0.598

Properties
* total charge: -1
* multiplicity: 2
* LUMO energy (alpha / beta): 1.881 / 1.839 eV

---

(2)
Entry from the OMol25 dataset: 2 unconnected molecules or ions with the total composition C26H30BF3O3S at a distorted geometry (ωB97M-V/def2-TZVPD).

Geometry (Å):
1 C -1.0500 -0.4405 1.8472
2 O -0.5623 0.6360 1.0190
3 C 0.3299 0.3987 0.0018
4 C 0.1925 -0.8102 -0.8602
5 C 0.1476 -0.6420 -2.2509
6 C -0.0262 -1.7397 -3.0879
7 C -0.1677 -3.0167 -2.5450
8 C -0.0716 -3.1978 -1.1643
9 C 0.1938 -2.1093 -0.3342
10 H -1.8242 0.0351 2.4588
11 H -1.4935 -1.2483 1.2483
12 H -0.2363 -0.8148 2.4838
13 H 0.5399 1.3221 -0.5424
14 H 0.2580 0.3661 -2.6563
15 H -0.0793 -1.5928 -4.1684
16 H -0.3553 -3.8688 -3.1981
17 H -0.1910 -4.1933 -0.7328
18 H 0.3886 -2.2583 0.7286
19 C -2.2788 4.1346 1.5466
20 C -2.2685 3.2152 0.3918
21 C -1.5921 3.3850 -0.8062
22 C -1.7254 2.2745 -1.6810
23 C -2.4488 1.2303 -1.1208
24 B 2.0180 0.0910 0.8158
25 C -2.9329 0.0442 -1.8009
26 C -2.9247 -0.0282 -3.2124
27 C -3.2793 -1.1964 -3.8648
28 C -3.6286 -2.3130 -3.1123
29 C -3.8919 -3.6012 -3.8346
30 F -4.4603 -4.5513 -3.0388
31 F -4.7089 -3.4380 -4.9191
32 F -2.7138 -4.1408 -4.3112
33 C -3.6931 -2.2616 -1.7228
34 C -3.3929 -1.0713 -1.0763
35 O 2.9741 1.0120 0.5453
36 C 3.8507 0.9733 1.7071
37 C 5.0820 0.1566 1.3247
38 C 4.2795 2.3922 2.0035
39 C 2.9615 0.2580 2.8079
40 C 3.6742 -0.6716 3.7595
41 C 2.1005 1.2315 3.6110
42 O 2.0644 -0.5652 2.0009
43 S -3.1608 1.7416 0.3958
44 H -1.7700 5.0634 1.2751
45 H -3.3071 4.3596 1.8507
46 H -1.7553 3.6837 2.3992
47 H -1.0116 4.2796 -1.0230
48 H -1.2945 2.2215 -2.6761
49 H -2.6181 0.8431 -3.7924
50 H -3.2603 -1.2524 -4.9516
51 H -3.9728 -3.1452 -1.1550
52 H -3.4924 -1.0139 0.0092
53 H 5.8305 0.1986 2.1256
54 H 4.8369 -0.8943 1.1212
55 H 5.5350 0.5855 0.4218
56 H 4.9630 2.4058 2.8605
57 H 4.8145 2.8006 1.1376
58 H 3.4246 3.0404 2.2226
59 H 4.3473 -0.0966 4.4064
60 H 2.9396 -1.1753 4.3990
61 H 4.2533 -1.4345 3.2292
62 H 2.7252 1.8155 4.2998
63 H 1.5359 1.9253 2.9720
64 H 1.3793 0.6628 4.2126

Force components x, y, z for each atom (eV/Å):
C 0.262 0.741 -0.391
O -0.994 -0.053 0.999
C 5.089 -1.891 1.131
C -0.267 0.141 -0.768
C -0.057 -0.292 0.220
C 0.162 -0.079 -0.001
C -0.132 0.026 -0.029
C 0.256 0.114 -0.014
C -0.352 -0.125 -0.220
H 0.155 -0.221 -0.063
H 0.106 0.248 0.245
H -0.279 -0.074 -0.179
H -0.514 -0.196 0.028
H -0.189 -0.295 0.050
H 0.043 -0.093 0.285
H 0.030 0.228 0.183
H 0.181 0.238 -0.144
H -0.169 -0.030 -0.304
C -0.085 0.201 0.409
C 0.236 -0.192 -1.433
C -0.350 -0.208 0.800
C -0.333 -0.712 0.656
C -0.837 1.825 -0.404
B -4.145 1.595 -1.702
C -0.316 -0.886 -0.476
C 0.041 0.045 0.346
C 0.060 0.131 0.201
C -0.191 -0.317 -0.022
C 0.118 -0.604 -0.295
F 0.391 0.632 -0.639
F 0.630 -0.190 0.769
F -1.050 0.294 0.243
C -0.081 0.181 -0.226
C 0.225 0.192 -0.130
O 0.353 -0.319 0.667
C 0.499 -0.352 0.003
C 0.170 -0.142 -0.006
C -0.069 0.274 0.283
C 0.104 0.080 -0.003
C 0.457 -0.072 0.155
C -0.147 0.164 0.020
O 0.578 0.229 0.188
S 0.650 0.064 -0.536
H -0.113 -0.075 0.119
H 0.201 0.085 0.075
H -0.106 0.148 -0.088
H -0.094 -0.228 0.051
H 0.020 0.012 0.221
H -0.130 -0.249 0.172
H -0.018 0.012 0.226
H 0.000 0.199 -0.122
H 0.199 -0.014 -0.280
H -0.131 -0.098 -0.133
H 0.020 0.259 0.034
H -0.169 -0.081 0.187
H -0.114 0.048 -0.087
H -0.140 -0.118 0.166
H 0.179 -0.111 -0.073
H -0.023 -0.146 -0.066
H 0.118 0.125 -0.167
H -0.133 0.153 0.133
H -0.127 -0.094 -0.180
H 0.151 -0.223 0.084
H 0.166 0.097 -0.172

Properties
* total charge: 0
* SMILES: CO[C@@H](B1OC(C)(C)C(C)(C)O1)c1ccccc1.Cc1ccc(-c2ccc(C(F)(F)F)cc2)s1
* ΔE to the lowest compared entry with this formula, charge and spin: 15.4 kcal per mole
* LUMO energy: 0.262 eV

---

(3)
Entry from the OMol25 dataset: 3 unconnected molecules or ions with the total composition C3H11NO4 at a distorted geometry (ωB97M-V/def2-TZVPD).

Geometry (Å):
1 C 0.5161 -0.5043 -1.9079
2 C -0.4502 -1.6635 -1.4878
3 C -0.7399 -1.6547 -0.0130
4 O -1.0510 -2.8517 0.4846
5 O -0.9386 -0.6337 0.5922
6 N 0.0491 0.8358 -1.7791
7 H 0.9733 -0.8128 -2.8417
8 H 1.3555 -0.6106 -1.1999
9 H -0.1214 -2.5809 -1.9302
10 H -1.4106 -1.4016 -1.9785
11 H -1.4750 -3.1191 1.2984
12 H -0.4654 1.0525 -0.9399
13 H -0.3236 1.1888 -2.6430
14 H 2.4301 1.9692 3.1337
15 H 1.2887 1.1067 2.4875
16 O 1.5350 1.6724 3.2438
17 H 0.3086 2.6803 2.1051
18 H -1.1068 2.4440 1.9208
19 O -0.3737 2.8833 1.4549

Force components x, y, z for each atom (eV/Å):
C 0.754 -1.493 2.257
C -0.242 1.533 -0.884
C -1.911 0.512 0.459
O 0.919 -2.066 -1.696
O 0.646 0.279 0.365
N 0.351 0.211 -1.156
H -0.330 0.710 -0.548
H 0.073 -0.015 -0.125
H 0.205 -0.755 0.253
H 0.165 -0.377 0.396
H -0.055 1.328 0.643
H -0.080 -0.092 -0.110
H -0.431 0.272 0.231
H 0.610 0.028 -0.328
H 0.560 0.219 0.435
O -1.081 -0.467 -0.162
H 0.581 0.418 -0.010
H -0.123 0.312 -0.625
O -0.611 -0.555 0.606

Properties
* total charge: 0
* SMILES: NCCC(=O)O.O.O
* ΔE to the lowest compared entry with this formula, charge and spin: 42.5 kcal per mole
* LUMO energy: 0.516 eV

---

(4)
Entry from the OMol25 dataset: a molecular structure, C8H8NOReSSe4 (ωB97M-V/def2-TZVPD).

Geometry (Å):
1 Re -1.2126 2.5173 -0.0672
2 Se -2.2317 3.6041 -1.8025
3 Se -3.0002 5.8160 -1.0941
4 Se -1.6596 6.3249 0.5972
5 Se -0.1970 4.4249 0.8149
6 N -3.5900 2.8448 1.9733
7 C -2.7112 2.7673 1.2232
8 C -1.8533 -1.2644 -0.4531
9 S -0.5559 -0.1584 0.0748
10 O -0.3853 0.8241 -1.1221
11 C 0.8799 -1.1823 0.0832
12 C 1.6059 -1.3786 -1.0828
13 C 2.7171 -2.2026 -1.0283
14 C 3.0763 -2.8118 0.1688
15 C 2.3390 -2.5973 1.3254
16 C 1.2309 -1.7657 1.2927
17 H -1.5897 -1.6833 -1.4227
18 H -2.7716 -0.6812 -0.5035
19 H -1.9471 -2.0495 0.2964
20 H 1.3138 -0.8867 -2.0015
21 H 3.3049 -2.3703 -1.9200
22 H 3.9460 -3.4538 0.2013
23 H 2.6318 -3.0666 2.2541
24 H 0.6594 -1.5708 2.1924

Force components x, y, z for each atom (eV/Å):
Re 0.335 -0.269 -0.502
Se -0.058 -0.066 -0.256
Se 0.027 0.251 0.173
Se -0.200 0.122 -0.157
Se 0.286 0.017 0.218
N -0.027 0.006 0.017
C -0.101 -0.174 0.018
C 0.047 0.021 0.039
S 0.125 -0.428 0.091
O -0.444 0.481 0.367
C -0.015 -0.031 0.026
C -0.067 0.033 -0.071
C 0.015 -0.023 0.030
C -0.005 0.008 -0.010
C 0.006 -0.010 -0.020
C -0.005 0.022 0.048
H 0.050 0.036 -0.014
H -0.008 -0.008 -0.002
H 0.017 0.012 0.016
H 0.019 -0.005 -0.007
H -0.002 0.007 -0.006
H 0.000 -0.001 -0.002
H 0.000 0.003 0.004
H 0.003 -0.003 -0.001

Properties
* total charge: +1
* ΔE to the lowest compared entry with this formula, charge and spin: 0.0 kcal per mole
* multiplicity: 4
* LUMO energy (alpha / beta): -4.771 / -6.022 eV

---

no.,E_tot (eV)
1,-65717.74983
2,-53257.29200
3,-12969.21668
4,-286305.38675